Computed, not measured: a molecular structure, C13H10Co2NO6S at a distorted geometry, with ωB97M-V with the def2-TZVPD basis set.

ORCA input file:
```
! wB97M-V def2-TZVPD RIJCOSX def2/J DEFGRID3
* xyz 1 1
Co -0.747 -2.144 -0.309
Co -2.831 -2.058 1.283
S 2.301 2.140 -1.724
O -4.645 0.080 2.138
O -1.889 -4.788 0.404
O 1.462 -2.570 1.568
O -5.031 -3.926 1.744
O -1.235 -2.363 3.731
O 0.210 -3.640 -2.626
N -0.599 4.236 -1.831
C -1.931 -0.784 -0.375
C 0.580 -2.405 0.832
C -4.161 -3.180 1.567
C -0.071 3.345 -1.298
C -1.786 -3.617 0.385
C -0.703 -0.274 -0.537
C 0.676 2.291 -0.576
C -3.909 -0.744 1.798
C 0.214 0.912 -0.193
C -0.172 -3.020 -1.729
C -1.851 -2.219 2.763
C 2.769 3.811 -1.135
C 3.613 1.301 -0.774
H 1.970 4.532 -1.315
H 1.138 0.363 -0.441
H 4.519 1.490 -1.365
H -2.851 -0.415 -0.813
H -0.059 1.096 0.863
H 3.027 3.765 -0.073
H 3.647 4.032 -1.746
H 3.460 0.216 -0.699
H 1.148 2.789 0.260
H 3.736 1.749 0.219
*
```

Computed properties:
E_HOMO, eV: -10.4955
Frontier orbital gap, eV: 5.6

Charges in e, computed with Löwdin, in the same order as the atoms: 0.081 0.023 1.135 0.168 0.109 0.158 0.171 0.155 0.163 0.221 -0.161 -0.099 -0.121 -0.218 -0.231 -0.116 -0.344 -0.123 -0.151 -0.086 -0.111 -0.239 -0.235 0.060 0.070 0.078 0.077 0.155 0.075 0.073 0.071 0.113 0.077

***

Computed, not measured: 2 unconnected molecules or ions with the total composition C25H32N3O2 at a distorted geometry, with ωB97M-V with the def2-TZVPD basis set.

ORCA input file:
```
! wB97M-V def2-TZVPD RIJCOSX def2/J DEFGRID3
* xyz 1 1
O 0.727 -5.621 1.092
O 3.847 3.695 3.870
N -1.456 2.564 2.896
N 2.411 -0.952 2.201
N -2.659 -2.651 4.174
C -1.843 -3.588 3.545
C -1.265 -5.543 2.327
C -0.125 0.764 3.322
C -0.678 -1.595 3.781
C -1.413 1.198 2.946
C 1.932 -5.049 0.551
C 2.031 2.208 3.603
C 0.262 4.403 3.239
C 2.512 3.547 3.662
C -0.175 3.082 3.134
C -0.019 -4.933 1.991
C -1.981 -1.474 4.321
C -2.184 -4.865 3.108
C -0.587 -2.974 3.280
C 0.347 -3.659 2.519
C 4.702 -1.633 1.151
C 7.118 -2.323 0.564
C -2.690 3.334 2.790
C 0.281 -0.554 3.613
C 1.620 4.644 3.478
C 0.693 1.982 3.366
C 6.113 -1.949 1.645
C -4.014 -2.870 4.648
C 3.844 -1.243 2.364
C 4.396 5.030 3.928
H 2.725 1.385 3.754
H 2.325 -5.833 -0.101
H -4.680 -2.078 4.286
H -2.294 0.601 2.765
H 8.084 -2.542 1.025
H -3.253 3.034 1.892
H -3.331 3.128 3.668
H 4.351 -0.433 2.916
H -2.435 4.403 2.738
H 1.998 5.665 3.549
H 6.806 -3.211 0.005
H 4.255 5.563 2.978
H -2.448 -0.599 4.759
H 4.728 -0.810 0.424
H 2.170 0.055 2.120
H -4.378 -3.836 4.299
H 5.457 4.873 4.114
H 2.642 -4.818 1.357
H 7.266 -1.500 -0.143
H 3.953 5.613 4.747
H 1.307 -0.710 3.921
H 1.983 -1.454 1.428
H 3.843 -2.089 3.064
H -1.474 -6.535 1.937
H -3.142 -5.313 3.359
H 1.695 -4.144 -0.025
H -0.442 5.230 3.127
H 4.257 -2.507 0.654
H -4.055 -2.840 5.745
H 6.482 -1.068 2.184
H 1.318 -3.189 2.335
H 6.047 -2.761 2.379
*
```

Computed properties:
E_HOMO, eV: -10.4256
Energy relative to the best compared isomer or geometry (same formula, charge and spin), kJ/mol: 139.9
Frontier orbital gap, eV: 6.3

Charges in e, computed with Löwdin, in the same order as the atoms: -0.091 -0.083 -0.062 -0.023 -0.082 -0.164 0.018 -0.121 -0.118 0.052 -0.054 0.063 0.013 -0.239 -0.156 -0.244 0.010 0.003 -0.099 0.049 -0.215 -0.112 0.012 0.084 0.007 -0.112 -0.286 0.003 -0.270 -0.052 0.117 0.099 0.099 0.141 0.073 0.107 0.109 0.116 0.091 0.109 0.074 0.099 0.139 0.118 0.069 0.086 0.096 0.090 0.075 0.099 0.115 0.077 0.109 0.125 0.112 0.096 0.114 0.104 0.105 0.110 0.088 0.111

***

Computed, not measured: 7 unconnected molecules or ions with the total composition C26H51BN4O9S at a distorted geometry, with ωB97M-V with the def2-TZVPD basis set.

ORCA input file:
```
! wB97M-V def2-TZVPD RIJCOSX def2/J DEFGRID3
* xyz 0 1
S -3.297 -0.254 0.849
O 3.712 1.100 1.138
O -3.174 3.973 -1.178
O 0.320 -3.491 -5.618
O 4.644 -0.772 -0.346
O 3.426 -1.095 -7.258
O 4.148 1.436 6.259
O 5.193 2.376 3.688
O -5.874 0.414 4.179
O -4.910 -2.543 0.022
N 0.227 -3.929 -2.076
N -7.107 -2.156 1.121
N -2.278 -1.728 -2.285
N -6.233 -1.088 1.428
C 3.702 0.451 7.180
C -5.162 5.208 -0.628
C 1.393 -3.952 -6.425
C 2.944 0.181 -6.863
C -6.356 1.690 4.574
C -0.934 -1.412 -1.693
C -3.334 0.875 -0.651
C 0.274 -2.497 -1.623
C 1.438 0.140 -6.708
C -1.860 1.325 -1.212
C 1.665 -5.414 -6.139
C 4.877 -0.093 7.966
C 3.205 3.611 4.238
C -6.281 -3.089 0.214
C 1.719 -1.971 -0.975
C -2.379 -3.154 -2.748
C -4.867 -1.277 0.806
C -3.656 5.249 -0.782
C 5.368 -1.448 0.742
C 1.992 -0.456 -0.410
C -7.862 1.649 4.729
C -0.710 0.143 -1.138
C 0.757 0.620 -0.492
C -1.135 -4.199 -2.653
C 4.711 3.652 4.083
C 5.148 -3.067 0.572
B 3.472 -0.005 0.184
H -3.595 3.750 -2.025
H 0.968 1.709 -0.091
H 3.242 0.917 -7.615
H -3.413 -3.516 -3.199
H 2.818 4.586 4.547
H 5.323 -3.477 -0.511
H -5.452 4.460 0.118
H -6.295 0.192 3.331
H -3.879 0.303 -1.546
H 3.005 -1.318 -8.106
H 6.537 -1.228 0.709
H 4.787 1.010 5.662
H 4.549 -0.850 8.684
H -8.249 2.624 5.038
H -5.640 4.921 -1.570
H -8.152 0.901 5.474
H -3.990 1.832 -0.442
H 4.036 -3.332 0.911
H 1.148 -0.608 -5.963
H -3.358 5.985 -1.535
H 0.960 -0.147 -7.650
H 2.487 -5.786 -6.757
H 5.903 -3.641 1.279
H 3.198 -0.346 6.625
H 5.009 4.388 3.331
H 0.580 -3.611 -4.688
H 5.186 3.917 5.032
H 1.116 -3.812 -7.475
H 2.633 -2.727 -0.929
H 0.773 -6.017 -6.337
H 3.419 0.446 -5.913
H 2.975 0.917 7.852
H -6.058 2.427 3.822
H 2.915 2.863 4.983
H 5.617 -0.540 7.295
H -8.340 1.362 3.787
H 1.922 -5.561 -5.085
H 5.383 0.712 8.508
H -6.655 -4.107 -0.253
H -1.922 1.664 -2.345
H 2.727 3.324 3.296
H 4.972 -1.142 1.801
H 4.772 2.153 2.840
H -1.322 -5.296 -3.086
H 1.051 1.115 -6.399
H -3.181 5.514 0.167
H -5.549 6.183 -0.318
H 2.277 -3.341 -6.218
H 3.188 0.988 1.984
H -1.468 2.280 -0.613
H -5.881 1.956 5.523
*
```

Computed properties:
E_HOMO, eV: -8.4358
SMILES string: CCOB(O)c1cc(CCSc2nnco2)c2nccnc2c1.CCO.CCO.CCO.CCO.CCO.CCO
Frontier orbital gap, eV: 6.9

Charges in e, computed with Löwdin, in the same order as the atoms: 0.866 0.040 -0.122 -0.108 -0.065 -0.098 -0.107 -0.095 -0.110 -0.131 0.039 -0.006 0.054 -0.035 -0.318 -0.091 -0.331 -0.326 -0.334 -0.098 -0.483 -0.133 -0.092 -0.232 -0.094 -0.096 -0.093 -0.024 0.071 -0.043 -0.434 -0.311 -0.234 -0.029 -0.101 -0.081 0.042 -0.076 -0.314 -0.111 -0.415 0.094 0.109 0.105 0.115 0.076 0.088 0.076 0.034 0.095 0.087 0.140 0.081 0.073 0.070 0.074 0.076 0.076 0.086 0.070 0.109 0.074 0.074 0.086 0.108 0.108 0.049 0.114 0.113 0.096 0.075 0.114 0.115 0.103 0.057 0.073 0.073 0.073 0.077 0.140 0.129 0.066 0.125 0.053 0.117 0.072 0.117 0.076 0.100 0.116 0.114 0.110

***

Computed, not measured: a molecular structure, C32H84AsF6N3O21PS4 at a distorted geometry, with ωB97M-V with the def2-TZVPD basis set.

ORCA input file:
```
! wB97M-V def2-TZVPD RIJCOSX def2/J DEFGRID3
* xyz -1 1
As -19.583 20.652 21.497
S -28.527 19.824 15.749
S -24.224 19.376 22.524
S -25.282 27.672 21.121
S -23.613 24.590 23.915
P -22.069 25.606 18.867
F -21.347 20.438 21.263
F -19.433 18.986 20.889
F -19.769 19.919 23.153
F -17.790 20.978 21.759
F -19.491 21.363 19.839
F -19.973 22.300 22.119
O -22.427 26.008 20.337
O -21.655 21.095 12.503
O -25.018 27.663 22.567
O -23.468 23.749 25.092
O -25.157 24.423 23.254
O -23.942 20.770 22.302
O -24.030 20.945 15.659
O -25.269 19.080 23.787
O -20.821 26.491 19.194
O -25.145 24.990 14.907
O -18.352 23.016 15.688
O -27.867 19.729 14.417
O -22.561 26.963 18.300
O -25.878 26.182 20.628
O -21.991 24.311 18.136
O -27.300 19.323 16.838
O -23.165 25.988 23.879
O -24.209 28.126 20.218
O -20.638 19.186 16.758
O -24.753 18.606 21.439
O -29.185 21.016 16.246
N -22.331 21.616 18.101
N -19.450 24.972 17.289
N -22.389 25.953 15.610
C -26.568 24.736 14.697
C -17.786 24.524 19.114
C -21.056 23.247 11.981
C -20.254 18.175 17.740
C -27.327 23.414 23.059
C -22.798 18.448 23.288
C -29.728 18.460 15.870
C -18.080 22.963 17.080
C -24.512 21.753 16.717
C -21.304 18.527 15.659
C -24.349 22.203 19.219
C -22.757 23.688 22.542
C -26.921 24.786 19.030
C -25.951 25.901 19.212
C -19.894 16.980 16.889
C -23.354 26.645 14.604
C -18.095 24.352 17.643
C -26.470 18.440 18.976
C -23.069 26.200 13.197
C -25.154 19.722 25.067
C -27.578 19.179 18.226
C -20.604 21.517 13.448
C -24.875 26.368 15.149
C -23.848 21.405 18.074
C -17.401 23.691 14.921
C -21.894 22.113 11.502
C -21.077 17.037 15.923
C -26.586 19.615 25.754
C -25.822 23.172 23.341
C -26.801 28.607 20.848
C -24.623 21.421 14.404
C -20.732 22.992 13.453
H -17.057 22.594 17.001
H -26.566 29.652 21.051
H -16.766 24.312 19.436
H -27.229 28.459 19.857
H -18.367 23.841 19.734
H -21.935 18.540 22.629
H -27.342 20.273 25.325
H -22.007 26.132 12.964
H -27.018 18.647 25.501
H -23.325 25.161 12.988
H -26.777 24.952 13.649
H -24.966 25.590 18.862
H -24.181 22.761 16.465
H -22.771 22.693 22.988
H -25.700 19.209 19.032
H -21.071 17.904 18.410
H -21.978 16.646 16.395
H -22.372 18.744 15.638
H -24.420 19.164 25.648
H -23.648 26.761 12.463
H -21.725 24.039 22.537
H -21.956 21.002 17.392
H -21.904 21.352 18.978
H -27.432 23.632 21.996
H -26.468 19.763 26.828
H -20.802 21.052 14.413
H -24.186 20.391 18.293
H -25.581 27.077 14.716
H -17.310 24.927 17.151
H -22.516 18.976 24.199
H -30.472 18.660 15.098
H -28.044 22.652 23.364
H -23.060 27.682 14.769
H -24.982 20.791 24.945
H -21.476 26.265 15.311
H -23.946 20.851 13.768
H -28.023 20.043 18.718
H -26.706 23.657 14.764
H -18.789 22.294 17.568
H -25.433 22.442 22.631
H -18.057 25.526 19.449
H -22.579 26.263 16.553
H -27.926 25.173 18.862
H -16.335 23.491 15.038
H -27.581 28.245 21.518
H -23.887 21.999 20.185
H -25.409 22.017 19.388
H -17.579 23.311 13.915
H -25.690 21.256 14.256
H -29.236 17.528 15.592
H -22.094 22.586 17.948
H -26.694 18.027 19.959
H -19.821 25.672 17.915
H -26.593 24.263 18.132
H -23.107 17.404 23.337
H -27.349 25.175 15.317
H -20.234 24.336 17.247
H -22.458 24.947 15.550
H -25.782 22.821 24.372
H -21.613 21.745 10.515
H -28.327 18.393 18.317
H -26.904 23.969 19.752
H -26.186 26.781 18.613
H -25.598 21.834 16.679
H -19.492 25.475 16.414
H -21.468 23.161 14.238
H -20.856 16.551 14.973
H -19.961 15.995 17.350
H -20.882 18.924 14.735
H -24.175 23.275 19.127
H -23.328 23.966 21.657
H -22.964 22.272 11.368
H -27.617 24.339 23.557
H -18.936 17.083 16.378
H -30.179 18.457 16.862
H -19.838 23.522 13.780
H -19.630 21.169 13.103
H -20.078 23.179 11.503
H -17.495 24.774 14.992
H -24.980 26.532 16.221
H -24.513 22.495 14.253
H -21.476 24.244 11.852
H -19.427 18.493 18.374
H -26.016 17.620 18.419
*
```

Computed properties:
E_HOMO, eV: -1.2553
Frontier orbital gap, eV: 2.6

These are the Löwdin partial charges, in e, on atoms 1 to 99: 0.949 0.699 0.656 0.680 0.701 -0.006 -0.300 -0.287 -0.302 -0.305 -0.300 -0.272 -0.369 -0.153 -0.300 -0.335 -0.284 -0.299 -0.186 -0.296 -0.434 -0.221 -0.215 -0.319 -0.420 -0.279 -0.397 -0.266 -0.283 -0.280 -0.167 -0.295 -0.300 0.263 0.204 0.203 -0.070 -0.026 -0.162 -0.183 -0.053 -0.080 -0.118 -0.157 -0.179 -0.191 -0.048 -0.104 -0.074 -0.290 -0.165 -0.233 -0.305 -0.062 -0.066 -0.230 -0.290 -0.180 -0.137 -0.263 -0.142 -0.193 -0.175 -0.051 -0.286 -0.142 -0.053 -0.179 0.133 0.062 0.086 0.050 0.078 0.037 0.063 0.068 0.065 0.067 0.085 0.078 0.112 0.031 0.042 0.123 0.112 0.107 0.111 0.092 0.062 0.121 0.129 0.050 0.072 0.104 0.130 0.119 0.129 0.068 0.068

***

Which value of frontier orbital gap does entry 2 give?
6.3 eV

***

Copy entry 1 word for word.
Computed, not measured: a molecular structure, C13H10Co2NO6S at a distorted geometry, with ωB97M-V with the def2-TZVPD basis set.

ORCA input file:
```
! wB97M-V def2-TZVPD RIJCOSX def2/J DEFGRID3
* xyz 1 1
Co -0.747 -2.144 -0.309
Co -2.831 -2.058 1.283
S 2.301 2.140 -1.724
O -4.645 0.080 2.138
O -1.889 -4.788 0.404
O 1.462 -2.570 1.568
O -5.031 -3.926 1.744
O -1.235 -2.363 3.731
O 0.210 -3.640 -2.626
N -0.599 4.236 -1.831
C -1.931 -0.784 -0.375
C 0.580 -2.405 0.832
C -4.161 -3.180 1.567
C -0.071 3.345 -1.298
C -1.786 -3.617 0.385
C -0.703 -0.274 -0.537
C 0.676 2.291 -0.576
C -3.909 -0.744 1.798
C 0.214 0.912 -0.193
C -0.172 -3.020 -1.729
C -1.851 -2.219 2.763
C 2.769 3.811 -1.135
C 3.613 1.301 -0.774
H 1.970 4.532 -1.315
H 1.138 0.363 -0.441
H 4.519 1.490 -1.365
H -2.851 -0.415 -0.813
H -0.059 1.096 0.863
H 3.027 3.765 -0.073
H 3.647 4.032 -1.746
H 3.460 0.216 -0.699
H 1.148 2.789 0.260
H 3.736 1.749 0.219
*
```

Computed properties:
E_HOMO, eV: -10.4955
Frontier orbital gap, eV: 5.6

Charges in e, computed with Löwdin, in the same order as the atoms: 0.081 0.023 1.135 0.168 0.109 0.158 0.171 0.155 0.163 0.221 -0.161 -0.099 -0.121 -0.218 -0.231 -0.116 -0.344 -0.123 -0.151 -0.086 -0.111 -0.239 -0.235 0.060 0.070 0.078 0.077 0.155 0.075 0.073 0.071 0.113 0.077

***

The lowest E_HOMO belongs to which entry?
C13H10Co2NO6S

***

The lowest frontier orbital gap belongs to which entry?
C32H84AsF6N3O21PS4